This record from OMol25 describes the molecule C4H8O2. The level of theory is ωB97M-V/def2-TZVPD.

Structure (XYZ):
```
14
Properties=species:S:1:pos:R:3:mulliken_charge:R:1
O 0.968 -1.675 -1.039 -0.534
C -0.338 -1.162 -1.139 -0.451
C -0.809 -0.499 0.161 -0.724
C -0.166 0.862 0.387 -0.002
C 1.248 1.372 1.540 -0.425
O 1.254 0.808 0.256 -0.291
H 1.510 -0.986 -0.630 0.389
H -0.435 -0.445 -1.975 0.277
H -0.991 -2.012 -1.369 0.324
H -1.899 -0.362 0.153 0.337
H -0.560 -1.160 0.999 0.302
H -0.570 1.689 -0.206 0.350
H -0.328 1.092 1.510 0.292
H 1.117 2.476 1.351 0.155
```

- Energy above the lowest of the compared OMol25 structures with the same formula, charge and spin: 125.2 kcal per mole
- Orbital gap: 9.50 eV
- E_HOMO: -8.9 eV
- Net charge: 0
- Total energy: -8367.8540 eV

---

This record from OMol25 describes a cluster of 2 separate species, C4H8O2 in total in a non-equilibrium geometry. The level of theory is ωB97M-V/def2-TZVPD.

Structure (XYZ):
```
14
Properties=species:S:1:pos:R:3:mulliken_charge:R:1
C 1.493 1.225 -1.445 -0.720
C 1.351 0.822 -0.179 -0.338
C 0.071 0.446 0.439 0.770
C 0.056 -0.226 1.605 -0.842
O -1.061 1.007 -0.089 -0.488
H 0.752 1.216 -2.241 0.270
H 2.273 1.911 -1.751 0.234
H 2.240 0.844 0.443 0.214
H -0.868 -0.604 2.008 0.294
H 1.035 -0.324 2.054 0.248
H -1.746 0.311 -0.172 0.364
O -1.880 -1.929 0.063 -0.618
H -1.116 -2.359 -0.317 0.315
H -2.601 -2.340 -0.418 0.297
```

- Energy above the lowest of the compared OMol25 structures with the same formula, charge and spin: 55.8 kcal per mole
- Orbital gap: 8.81 eV
- Structure (SMILES): C=CC(=C)O.O
- E_HOMO: -8.3 eV
- Net charge: 0
- Total energy: -8370.8615 eV

---

This record from OMol25 describes a cluster of 2 separate species, C4H8O2 in total. The level of theory is ωB97M-V/def2-TZVPD.

Structure (XYZ):
```
14
Properties=species:S:1:pos:R:3:mulliken_charge:R:1
C -0.517 -1.799 -0.542 -0.809
C 1.360 0.233 0.174 -0.246
C 1.160 1.264 1.218 -0.764
O -0.751 -0.459 -0.088 -0.248
C -1.518 0.331 -0.865 0.182
O -1.706 1.486 -0.614 -0.421
H 0.356 -2.132 0.015 0.367
H -1.390 -2.425 -0.339 0.277
H -0.277 -1.804 -1.610 0.387
H 1.222 0.762 -0.795 0.082
H 0.443 2.069 1.013 0.278
H 2.173 1.715 1.209 0.351
H 1.011 0.856 2.222 0.220
H -1.937 -0.194 -1.742 0.345
```

- Energy above the lowest of the compared OMol25 structures with the same formula, charge and spin: 116.0 kcal per mole
- Orbital gap: 9.00 eV
- E_HOMO: -8.3 eV
- Net charge: 0
- Total energy: -8368.2512 eV

---

This record from OMol25 describes a structure of composition C4H8O2 in a non-equilibrium geometry. The level of theory is ωB97M-V/def2-TZVPD.

Structure (XYZ):
```
14
Properties=species:S:1:pos:R:3:mulliken_charge:R:1
C -1.772 0.706 0.763 -0.746
O -0.473 0.250 1.032 -0.336
C -0.009 -0.550 -0.017 0.356
C 0.469 0.056 -1.280 -0.920
C 1.359 -0.953 0.127 -0.392
O 2.518 -0.325 0.422 -0.462
H -2.042 1.365 1.589 0.253
H -1.823 1.248 -0.192 0.318
H -2.490 -0.130 0.728 0.286
H -0.589 -1.476 -0.161 0.357
H 0.196 -0.393 -2.226 0.232
H 0.647 1.140 -1.303 0.320
H 2.080 0.544 0.398 0.369
H 1.611 -1.963 0.374 0.366
```

- Energy above the lowest of the compared OMol25 structures with the same formula, charge and spin: 109.9 kcal per mole
- Orbital gap: 8.98 eV
- E_HOMO: -8.0 eV
- Net charge: 0
- Total energy: -8368.5181 eV

---

This record from OMol25 describes the molecule C4H8O2 in a non-equilibrium geometry. The level of theory is ωB97M-V/def2-TZVPD.

Structure (XYZ):
```
14
Properties=species:S:1:pos:R:3:mulliken_charge:R:1
C -1.152 -0.590 -0.649 -1.232
C -0.328 0.191 0.364 0.520
O -0.948 0.819 1.445 -0.557
C 0.649 0.968 -0.503 -0.396
O 1.306 -0.266 -0.885 -0.446
C 0.777 -0.854 0.532 -0.430
H -0.106 -0.792 -1.327 0.371
H -1.867 0.004 -1.227 0.328
H -1.682 -1.433 -0.153 0.317
H -0.284 1.391 1.862 0.324
H 1.361 1.563 0.077 0.352
H 0.215 1.572 -1.311 0.263
H 1.659 -0.673 1.128 0.326
H 0.403 -1.900 0.648 0.259
```

- Energy above the lowest of the compared OMol25 structures with the same formula, charge and spin: 89.9 kcal per mole
- Orbital gap: 10.39 eV
- Structure (SMILES): CC1(O)COC1
- E_HOMO: -9.6 eV
- Net charge: 0
- Total energy: -8369.3840 eV

---

This record from OMol25 describes the molecule C4H8O2. The level of theory is ωB97M-V/def2-TZVPD.

Structure (XYZ):
```
14
Properties=species:S:1:pos:R:3:mulliken_charge:R:1
C 1.385 -0.924 0.012 -1.390
C 0.337 0.118 0.411 0.447
C -0.825 -0.483 1.172 -0.100
O -1.159 -1.639 1.060 -0.503
C -0.355 0.742 -0.815 -0.639
O -1.427 1.566 -0.379 -0.489
H 1.687 -1.534 0.871 0.337
H 2.288 -0.454 -0.393 0.400
H 0.986 -1.613 -0.738 0.316
H 0.796 0.904 1.027 0.301
H -1.413 0.241 1.765 0.358
H 0.359 1.316 -1.419 0.340
H -0.741 -0.095 -1.417 0.322
H -1.918 1.854 -1.158 0.301
```

- Energy above the lowest of the compared OMol25 structures with the same formula, charge and spin: 28.5 kcal per mole
- Orbital gap: 10.35 eV
- Structure (SMILES): C[C@H](C=O)CO
- E_HOMO: -9.6 eV
- Net charge: 0
- Total energy: -8372.0446 eV